(1)
Entry from the Open Molecules 2025 dataset: a molecular structure, C14H7N5O2ReSe2 at a distorted geometry (ωB97M-V/def2-TZVPD).

The geometry in XYZ format:
```
31
Properties=species:S:1:pos:R:3:forces:R:3:mulliken_spin:R:1
Re 0.53352 0.55995 -0.18464 -0.90 -1.41 -0.82 2.636
O -1.80589 -6.64379 -0.34468 -0.24 -0.74 0.21 0.001
N -1.58561 -5.77705 -1.13566 0.30 0.82 0.71 0.000
O -1.63838 -5.83429 -2.33227 -0.09 -0.31 -0.86 -0.001
C -1.16045 -4.47204 -0.54850 0.30 0.07 0.74 0.002
C -0.73646 -4.50463 0.74602 -0.28 -0.31 -0.49 -0.001
C -0.27899 -3.33319 1.41014 0.08 0.81 -0.52 0.005
C 0.14521 -3.28133 2.75168 0.05 0.29 -0.07 0.039
C 0.55727 -2.07239 3.27399 -0.11 -0.10 -0.15 -0.014
C 0.59129 -0.94195 2.45614 0.21 0.01 0.77 0.016
N 0.21578 -0.97502 1.18708 0.28 0.18 -0.05 0.007
C -0.22983 -2.13983 0.66572 -0.27 -0.91 -0.12 0.026
C -0.66377 -2.10741 -0.69108 -0.20 -0.99 0.24 -0.054
N -0.58435 -0.90624 -1.31252 0.78 0.82 0.80 0.015
C -1.03991 -0.78352 -2.54869 -0.14 0.29 -0.71 -0.007
C -1.57654 -1.86795 -3.24447 0.06 -0.02 0.29 -0.009
C -1.63498 -3.11078 -2.64848 -0.04 0.20 -0.35 0.027
C -1.16788 -3.26619 -1.32744 0.27 0.55 0.34 0.003
H -0.75041 -5.44839 1.27830 -0.05 0.03 -0.05 0.001
H 0.14911 -4.17841 3.35466 -0.04 -0.04 0.07 -0.001
H 0.85777 -1.98726 4.30607 0.07 0.05 0.06 0.001
H 0.93558 0.00900 2.85055 -0.01 -0.03 -0.04 -0.005
H -0.98008 0.19747 -3.00952 0.03 -0.08 0.05 -0.011
H -1.93630 -1.72091 -4.25195 -0.01 0.04 -0.01 0.001
H -2.02301 -3.96204 -3.19399 0.02 0.17 0.10 0.000
Se 2.21307 1.96171 -1.25918 -0.19 0.83 -0.06 0.075
C 2.78204 0.27273 -0.86233 0.40 0.31 -0.26 0.015
N 2.93459 -0.82670 -0.53248 -0.41 -0.67 0.32 0.026
Se -1.25165 2.05220 0.46531 0.30 0.53 -0.18 0.155
C -2.30233 0.71130 1.13161 0.24 0.27 -0.21 0.013
N -2.91338 -0.17595 1.51912 -0.40 -0.66 0.26 0.040
```
Positions in Å, forces in eV/Å.

The multiplicity is 4. Its expectation value of S² is 3.78. The charge is +2. The gap between HOMO and LUMO (alpha / beta) comes out at 7.04 / 6.54 eV. The value obtained for the highest occupied orbital energy (alpha / beta) is -16.4 / -16.6 eV.

(2)
Entry from the Open Molecules 2025 dataset: 2 unconnected molecules or ions with the total composition C14H8Cl4NO4 at a distorted geometry (ωB97M-V/def2-TZVPD).

The geometry in XYZ format:
```
31
Properties=species:S:1:pos:R:3:forces:R:3:mulliken_charge:R:1
Cl -0.40552 -2.37465 2.45975 0.15 0.04 -0.13 -0.137
C 0.73763 -2.09489 1.19300 1.79 -0.49 -0.21 -0.277
C 0.74849 -2.88448 0.07710 0.62 0.97 -0.22 0.511
Cl -0.37574 -4.13863 -0.14960 -0.44 -0.33 -0.19 -0.204
C 1.72803 -2.67521 -1.01785 -0.24 0.42 0.05 0.047
O 1.64339 -3.29656 -2.07538 0.10 -0.11 0.06 -0.771
C 2.76534 -1.65162 -0.78405 -1.25 -0.73 0.40 0.444
Cl 3.86490 -1.42569 -2.04727 0.59 0.12 -0.62 -0.209
C 2.86089 -0.98947 0.40232 -0.87 -0.82 1.17 0.016
Cl 4.27998 -0.10297 0.78576 0.10 0.24 0.11 -0.176
C 1.90221 -1.24125 1.47885 1.47 -2.98 -1.78 0.658
O 2.12115 -0.85372 2.67309 -2.29 2.19 -1.34 -0.618
C -2.39794 0.38134 7.19795 0.14 -0.01 0.31 -1.374
C -1.59448 0.50780 5.93494 0.05 0.03 -0.74 1.017
C -0.19686 0.54583 6.00017 -0.12 -0.11 0.34 -0.742
C 0.59043 0.57401 4.86570 -0.24 -0.15 0.09 -0.466
C -0.02947 0.53987 3.60182 0.02 0.57 -0.26 0.740
C 0.78604 0.55092 2.36884 -0.02 2.28 3.76 -1.165
N 1.72384 1.63204 2.37241 0.81 -0.14 -0.06 1.142
O 2.07008 2.07849 1.26156 -0.42 -0.20 0.85 -0.670
O 2.23287 1.97394 3.46326 -0.12 0.37 -1.80 -0.701
C -1.42631 0.62893 3.50580 0.40 0.02 0.24 -0.291
C -2.19718 0.59836 4.66421 0.09 -0.09 0.49 -0.732
H -3.45916 0.25020 7.00142 -0.08 0.04 -0.06 0.351
H -2.05993 -0.47987 7.78965 -0.07 0.11 -0.16 0.318
H -2.26806 1.25822 7.84315 -0.08 -0.04 -0.12 0.299
H 0.29671 0.53894 6.98095 -0.24 0.00 -0.35 0.291
H 1.67224 0.68462 4.95706 -0.63 -0.49 -0.09 0.446
H 0.26985 0.41928 1.42515 0.56 -0.38 -0.12 0.647
H -1.87415 0.78649 2.51831 0.02 -0.35 0.40 0.322
H -3.28462 0.63702 4.59854 0.19 0.01 -0.02 0.282
```
Positions in Å, forces in eV/Å.

For the relative energy (zero: lowest compared OMol25 entry of this formula, charge and spin), the calculation gives 258.9 kJ/mol. The charge is -1. The gap between HOMO and LUMO comes out at 4.77 eV. The value obtained for the highest occupied orbital energy is -3.5 eV.

(3)
Entry from the Open Molecules 2025 dataset: a molecular structure, C14H9BClF4IN2OTl at a distorted geometry (ωB97M-V/def2-TZVPD).

The geometry in XYZ format:
```
34
Properties=species:S:1:pos:R:3:forces:R:3:mulliken_charge:R:1
Tl -1.02226 1.35949 -0.57255 -0.37 0.71 0.14 0.924
Cl 1.21100 -5.62672 -2.54287 -0.27 0.39 0.41 -0.086
C 0.73232 -4.25817 -1.66382 0.37 0.25 -0.57 0.798
C 0.40705 -4.39586 -0.31217 -0.31 0.05 0.95 -0.597
C 0.14715 -3.28998 0.46083 -0.12 -1.55 1.43 -0.317
I -0.18052 -3.40031 2.51024 0.11 -0.23 -0.79 0.321
C 0.13261 -1.93781 -0.07182 -0.40 1.84 0.51 0.598
O -0.13898 -0.96919 0.63216 0.58 -1.27 -0.92 -0.344
C 0.42245 -1.82885 -1.50935 0.28 0.28 -1.36 0.069
N 0.35300 -0.62197 -2.05099 -0.07 -0.30 1.42 -0.208
C 0.62536 -0.43077 -3.32189 0.37 -0.34 -0.91 -0.207
C 1.07371 -1.47470 -4.14017 -0.21 -0.05 0.07 -0.915
C 1.08803 -2.75381 -3.62927 -0.07 -0.03 0.12 -0.493
C 0.74294 -2.97148 -2.28206 -0.06 0.44 -0.16 0.464
H 0.39055 -5.38271 0.12741 0.07 -0.03 0.02 0.468
H 0.49288 0.57475 -3.69413 0.02 0.20 -0.02 0.533
H 1.33661 -1.28623 -5.16850 0.04 0.03 -0.07 0.434
H 1.33304 -3.60422 -4.24698 0.09 0.02 -0.13 0.433
F -0.79421 4.01779 -1.39050 -0.60 0.32 0.15 -0.366
B 0.48557 3.62549 -1.81202 -0.53 -0.37 0.58 0.361
F 1.21624 4.60313 -2.34229 0.62 0.72 -0.32 -0.264
F 0.27794 2.55103 -2.70342 0.00 -0.81 -0.83 -0.240
F 1.06456 3.01903 -0.65850 0.40 -0.29 0.48 -0.407
C -1.10894 2.46861 4.81956 0.00 0.08 0.11 -0.061
C -0.83845 3.47632 3.90910 -0.01 -0.03 -0.23 -0.819
C -0.77275 3.14882 2.55931 0.00 0.50 0.93 0.026
N -0.95661 1.91021 2.16704 0.19 -0.54 -1.92 -0.225
C -1.19537 0.93095 3.00904 -0.08 0.09 1.06 0.122
C -1.28710 1.16900 4.37417 0.00 -0.12 -0.29 -0.839
H -1.18323 2.69371 5.87383 0.02 0.02 0.05 0.396
H -0.68641 4.49434 4.22255 0.01 0.15 0.10 0.397
H -0.57163 3.88772 1.79756 0.04 0.09 -0.09 0.402
H -1.30253 -0.05929 2.59286 -0.10 -0.15 -0.02 0.283
H -1.49403 0.36170 5.05764 -0.02 -0.07 0.11 0.359
```
Positions in Å, forces in eV/Å.

The charge is +1. The gap between HOMO and LUMO comes out at 3.97 eV. The value obtained for the highest occupied orbital energy is -11.8 eV.

(4)
Entry from the Open Molecules 2025 dataset: a molecular structure, C14H9F3N3O2S at a distorted geometry (ωB97M-V/def2-TZVPD).

The geometry in XYZ format:
```
32
Properties=species:S:1:pos:R:3:forces:R:3:mulliken_charge:R:1
C -0.34266 1.18030 -0.20725 2.66 -0.60 -2.11 0.350
C -1.06499 2.39139 -0.61615 -1.02 1.73 -0.70 0.221
N -1.64228 3.33507 -0.99291 1.22 -1.90 0.84 -0.645
C 0.80316 0.87020 -1.18762 0.04 0.31 -0.64 0.274
C 1.38286 -0.40560 -1.32549 0.17 0.11 0.24 -0.068
C 2.60490 -0.54787 -1.98074 -0.10 0.00 -0.11 -0.941
C 3.21825 0.55779 -2.58408 -0.16 0.03 0.27 0.497
C 4.53241 0.43529 -3.15872 2.05 -0.35 -0.98 0.103
N 5.60615 0.31300 -3.61026 -2.24 0.30 0.92 -0.565
C 2.56700 1.79075 -2.56533 0.03 0.27 -0.24 -0.893
C 1.36008 1.93580 -1.89375 0.53 0.03 -0.05 -0.556
H -1.01382 0.31095 -0.26751 0.27 0.37 0.45 0.222
H 0.94628 -1.29394 -0.86958 -0.04 0.38 0.16 0.333
H 3.10860 -1.51797 -2.01901 -0.28 0.33 0.04 0.421
H 3.00740 2.65452 -3.06830 -0.07 -0.32 0.15 0.402
H 0.88589 2.91878 -1.88998 0.12 -0.31 0.08 0.320
F -1.20128 2.36133 3.96900 -0.05 -1.08 -0.25 -0.261
C -1.31631 1.05954 3.53148 -0.36 -0.15 0.63 0.790
F -0.14127 0.42857 3.79031 -1.34 0.75 -0.08 -0.203
F -2.29478 0.45423 4.27243 1.12 0.53 -0.26 -0.235
S -1.75830 1.13398 1.78242 -1.67 -3.82 2.84 -0.181
N -1.79122 -0.78602 1.56345 -1.63 4.49 0.74 0.093
C -2.99008 -1.36456 1.16502 -0.41 -0.50 -0.11 0.266
O -4.09608 -0.85955 1.16238 0.58 0.06 0.02 -0.669
C -2.62257 -2.79240 0.71394 -1.02 0.28 -0.39 -0.033
C -1.20362 -2.87540 0.96798 2.87 1.83 0.85 -1.101
C -0.65337 -1.62157 1.39599 -0.11 -3.67 -1.52 0.580
O 0.51112 -1.25380 1.54914 0.49 0.95 0.35 -0.717
H -3.22016 -3.54012 1.24657 -0.35 0.25 -0.03 0.305
H -2.84177 -2.88122 -0.37059 -0.41 0.10 0.36 0.131
H -0.53929 -3.68982 0.72141 -0.10 -0.06 0.03 0.380
H 0.19976 1.29836 0.77578 -0.78 -0.32 -1.50 0.383
```
Positions in Å, forces in eV/Å.

For the relative energy (zero: lowest compared OMol25 entry of this formula, charge and spin), the calculation gives 167.2 kJ/mol. The charge is -1. The gap between HOMO and LUMO comes out at 6.04 eV. The value obtained for the highest occupied orbital energy is -3.5 eV.

no.,calculated total energy (eV)
1,-158978.65733
2,-74413.85213
3,-56552.64224
4,-42216.29381